A molecular structure, C30H78F4InN2O35P6S4 at a distorted geometry. Source: the OMol25 dataset; level of theory: ωB97M-V with the def2-TZVPD basis set.

Cartesian coordinates (Å):
In: -1.26426 -9.69678 -2.20798
N: -1.95640 -8.37708 0.24580
S: -3.32206 -7.92545 0.67431
O: -3.54448 -6.49368 0.60892
O: -4.02821 -8.64591 1.70414
F: -3.99659 -8.45606 -0.66423
S: -1.22168 -7.88489 1.62211
O: -1.35290 -8.67167 2.80799
O: -0.97361 -6.45515 1.77364
F: 0.19652 -8.45387 1.12207
N: 0.81408 -11.51813 -1.58063
S: 1.40788 -12.12600 -0.12679
O: 2.66098 -11.53234 0.32787
O: 1.10150 -13.50737 0.25170
F: 0.35318 -11.25262 0.75997
S: 1.73834 -12.32695 -2.43677
O: 1.50086 -13.74484 -2.54271
O: 3.10927 -11.80776 -2.53632
F: 1.08865 -11.83024 -3.89838
C: 5.32356 -6.61293 5.95550
O: 4.16868 -6.65667 5.16250
P: 3.46351 -8.07889 4.87173
O: 3.74548 -9.10169 5.90699
O: 1.91788 -7.65163 4.65887
C: 1.61656 -6.53092 3.85693
O: 3.90738 -8.46093 3.35173
C: 3.25040 -9.59787 2.69287
H: 5.25446 -5.89364 6.77155
H: 6.12386 -6.30925 5.28067
H: 5.61493 -7.57961 6.36629
H: 0.69994 -6.71752 3.29738
H: 2.35970 -6.22681 3.11981
H: 1.45371 -5.68547 4.52536
H: 2.27493 -9.32575 2.28972
H: 2.97493 -10.38621 3.39339
H: 3.85835 -10.14252 1.97048
C: -4.65284 -4.92876 -3.65332
O: -3.31618 -4.41863 -3.35323
P: -2.08383 -5.49775 -3.29434
O: -2.33813 -6.87393 -2.71839
O: -1.55933 -5.54446 -4.82614
C: -1.27821 -4.34966 -5.47906
O: -0.89345 -4.67194 -2.53973
C: -0.88915 -4.40693 -1.15506
H: -5.33532 -4.15716 -3.29702
H: -4.86776 -5.83827 -3.09231
H: -4.85405 -5.07444 -4.71463
H: -1.82824 -4.23045 -6.41252
H: -0.20661 -4.33449 -5.67792
H: -1.57759 -3.46382 -4.91891
H: 0.06109 -4.65580 -0.68263
H: -1.74405 -4.95376 -0.75731
H: -1.05331 -3.34551 -0.96921
C: -6.60856 -11.72718 5.24286
O: -7.86945 -11.08702 5.53322
P: -8.56369 -10.28643 4.35993
O: -8.47601 -10.98013 3.02263
O: -10.05104 -9.94594 4.97341
C: -10.22685 -9.41353 6.24750
O: -7.85931 -8.79597 4.41168
C: -6.63802 -8.59587 3.82240
H: -6.19920 -11.58723 4.24239
H: -6.69732 -12.81252 5.29048
H: -5.90767 -11.43023 6.02303
H: -10.93350 -10.03714 6.79509
H: -10.69528 -8.45338 6.03115
H: -9.27338 -9.24107 6.74673
H: -5.87430 -8.35615 4.56225
H: -6.68197 -7.68479 3.22567
H: -6.21374 -9.38769 3.20505
C: -6.04406 -11.33727 0.05773
O: -5.18696 -12.51018 0.02769
P: -3.60392 -12.39356 0.46349
O: -2.80232 -11.44887 -0.41235
O: -3.74479 -11.95680 1.98459
C: -2.73835 -11.23194 2.70897
O: -3.14139 -13.94634 0.66848
C: -1.86023 -14.25023 1.24620
H: -6.52889 -11.33667 -0.91850
H: -5.42783 -10.44518 0.16970
H: -6.89434 -11.32347 0.73958
H: -2.06792 -10.81349 1.95828
H: -2.16255 -11.92687 3.32023
H: -3.17201 -10.40481 3.27100
H: -1.36902 -13.33513 1.57695
H: -1.23129 -14.71996 0.48996
H: -1.97486 -14.97733 2.05012
C: -5.45590 1.32677 -1.53756
O: -5.19335 0.05292 -0.98136
P: -3.64374 -0.43933 -0.77512
O: -2.77430 0.62897 -0.20698
O: -3.74911 -1.87132 0.07839
C: -4.66340 -2.87301 -0.34511
O: -3.31093 -0.92851 -2.31728
C: -2.01495 -1.45611 -2.52823
H: -6.38061 1.65471 -1.06273
H: -5.64134 1.19487 -2.60354
H: -4.63881 2.02311 -1.34890
H: -4.21746 -3.83948 -0.57997
H: -5.17121 -2.64227 -1.28159
H: -5.41875 -3.02846 0.42521
H: -1.95590 -2.47009 -2.92376
H: -1.27975 -1.27395 -1.74438
H: -1.61962 -0.84473 -3.33942
C: -7.92296 -7.02668 -3.28976
O: -7.73324 -5.72525 -2.83961
P: -8.50572 -5.16106 -1.56043
O: -8.24455 -3.71749 -1.32351
O: -10.03099 -5.59752 -1.82644
C: -10.95827 -5.62809 -0.72586
O: -8.08236 -6.21861 -0.35861
C: -6.71101 -6.34534 0.06723
H: -8.56688 -7.12811 -4.16335
H: -8.37438 -7.65657 -2.52325
H: -6.97079 -7.47366 -3.57557
H: -10.56277 -5.18407 0.18767
H: -11.06979 -6.66244 -0.40062
H: -11.88563 -5.16613 -1.06451
H: -6.46472 -5.63358 0.85517
H: -6.00020 -6.08654 -0.71753
H: -6.40939 -7.31565 0.46172
C: -0.39047 -1.92143 1.73459
C: -0.02085 -3.13489 2.51995
C: 1.27288 -3.66912 1.94503
O: 1.57472 -2.71934 0.90101
C: 0.93125 -1.43942 1.16423
H: -0.87884 -1.14274 2.32044
H: -1.04388 -2.16515 0.89688
H: -0.83034 -3.86471 2.50548
H: 0.10495 -2.81080 3.55302
H: 1.11950 -4.69875 1.62186
H: 1.98889 -3.61678 2.76521
H: 0.81221 -0.69927 0.37296
H: 1.54230 -0.90772 1.89362
C: -4.64953 -3.53471 3.94843
C: -3.53131 -4.55537 3.72512
C: -3.79196 -5.58979 4.86470
O: -5.08696 -5.38036 5.22574
C: -5.75014 -4.46738 4.37683
H: -4.88049 -2.99002 3.03298
H: -4.47996 -2.70562 4.63542
H: -2.51012 -4.17463 3.74242
H: -3.66433 -5.09934 2.78997
H: -3.06837 -5.31526 5.63225
H: -3.49165 -6.60875 4.62048
H: -6.56518 -3.89456 4.81920
H: -6.11728 -5.04142 3.52608
C: -1.62660 -8.45619 6.39724
C: -0.63993 -9.38472 5.76156
C: 0.31672 -9.82256 6.87780
O: -0.02027 -8.99253 8.00991
C: -1.38066 -8.62921 7.86091
H: -2.68747 -8.63434 6.22139
H: -1.42297 -7.42252 6.11765
H: -0.05779 -9.00086 4.92379
H: -1.21732 -10.19013 5.30763
H: 1.34626 -9.60883 6.59065
H: 0.26384 -10.90939 6.94170
H: -1.73504 -7.74735 8.39463
H: -1.97493 -9.42086 8.31727

Computed properties:
LUMO level (Ha): -0.391
Net charge: +1
HOMO (eV): -12.127
Gap between HOMO and LUMO (eV): 1.499

Here are the Mulliken charges for atoms 1 to 99, given in e:
1 In 1.333
2 N 0.611
3 S 0.402
4 O -0.220
5 O -0.128
6 F -0.410
7 S -0.456
8 O -0.249
9 O -0.066
10 F -0.436
11 N 0.027
12 S 0.901
13 O -0.501
14 O -0.516
15 F -0.201
16 S 0.949
17 O -0.504
18 O -0.489
19 F -0.336
20 C -0.795
21 O -0.353
22 P 0.920
23 O -0.747
24 O 0.029
25 C -0.712
26 O -0.356
27 C -0.639
28 H 0.249
29 H 0.278
30 H 0.338
31 H 0.002
32 H 0.563
33 H 0.439
34 H 0.100
35 H 0.385
36 H 0.397
37 C -0.765
38 O 0.057
39 P 0.328
40 O -0.439
41 O -0.342
42 C -0.436
43 O -0.369
44 C 1.279
45 H 0.289
46 H 0.121
47 H 0.412
48 H 0.302
49 H 0.296
50 H 0.070
51 H 0.200
52 H -0.307
53 H -0.801
54 C -0.413
55 O -0.350
56 P 1.021
57 O -0.649
58 O -0.372
59 C -0.617
60 O -0.283
61 C -0.187
62 H 0.021
63 H 0.337
64 H 0.291
65 H 0.234
66 H 0.256
67 H 0.307
68 H 0.140
69 H 0.102
70 H 0.177
71 C -0.132
72 O -0.481
73 P 0.485
74 O -0.285
75 O -0.137
76 C -0.091
77 O -0.362
78 C -0.338
79 H 0.310
80 H -0.177
81 H 0.239
82 H -0.165
83 H 0.578
84 H 0.044
85 H -0.022
86 H 0.266
87 H 0.275
88 C -0.782
89 O -0.329
90 P 0.947
91 O -0.757
92 O 0.077
93 C -0.576
94 O -0.400
95 C -0.453
96 H 0.225
97 H 0.253
98 H 0.357
99 H 0.038